# C7H7ClN3

An isolated ion of composition C7H7ClN3 and charge +1 in a non-equilibrium geometry (the ωB97M-V functional and the def2-TZVPD basis, the OMol25 dataset).

Each atom is followed by the atoms it is bonded to, with distances in Å.
CARTESIAN COORDINATES (ANGSTROEM)
1 C -1.00 0.59 1.77  C3 1.368, C6 1.412, H12 1.078
2 C 1.43 -0.77 -2.12  C7 1.314, N8 1.382, H13 1.084
3 C -2.08 0.74 0.94  C1 1.368, N9 1.349, H14 1.077
4 C 0.33 -0.11 -0.10  C5 1.374, C6 1.421, N8 1.383
5 C -0.80 0.07 -0.86  C4 1.374, N9 1.324
6 C 0.25 0.15 1.29  C1 1.412, C4 1.421, N10 1.343
7 C 0.34 -0.62 -2.84  C2 1.314, Cl11 1.618
8 N 1.47 -0.55 -0.76  C2 1.382, C4 1.383, H15 1.006
9 N -1.96 0.48 -0.38  C3 1.349, C5 1.324, H16 1.014
10 N 1.29 0.03 2.13  C6 1.343, H17 1.005, H18 1.005
11 Cl -0.45 -0.71 -4.25  C7 1.618
12 H -1.12 0.79 2.82  C1 1.078
13 H 2.36 -1.09 -2.56  C2 1.084
14 H -3.04 1.08 1.29  C3 1.077
15 H 2.36 -0.54 -0.30  N8 1.006
16 H -2.75 0.60 -1.01  N9 1.014
17 H 1.18 0.20 3.11  N10 1.005
18 H 2.18 -0.34 1.83  N10 1.005

Output
Energy relative to the best compared isomer or geometry (same formula, charge and spin)   51.19 kcal/mol
Highest occupied orbital energy   -12.0319 eV
Net charge   +1
LUMO energy   -4.00 eV
Calculated total energy   -24355.9286 eV
HOMO-LUMO gap   8.0 eV

Let us look at the natural (NBO) charges, expressed in e, one per atom: C -0.30; C -0.09; C 0.07; C -0.02; C 0.19; C 0.27; C 0.00; N -0.55; N -0.50; N -0.75; Cl 0.24; H 0.25; H 0.27; H 0.24; H 0.41; H 0.44; H 0.42; H 0.40